{
  "formula": "C2H3BrNP",
  "method": "ωB97M-V with the def2-TZVPD basis set",
  "de_lowest_kcal_mol": 59.8,
  "homo_ev": [-9.66, -8.59],
  "gap_ev": [8.267, 7.083],
  "multiplicity": 1,
  "fmax_ev_per_a": 3.6,
  "species": ["Br", "H", "H", "P", "C", "C", "H", "N"],
  "positions_angstrom": [[-3.8180, 0.0949, 0.2949], [1.3019, -0.3054, -0.0700], [-2.4378, 1.4679, -1.5575], [-2.0603, 0.2983, -0.9625], [0.7236, -1.2569, 0.4070], [0.1613, -2.1338, -0.4838], [0.7297, -1.3321, 1.5401], [-0.4300, -2.7401, -1.2881]],
  "lowdin_charge": [0.0845, 0.1123, -0.2597, 0.2855, -0.0238, -0.4174, 0.0772, 0.1414]
}

{
  "formula": "C2H3BrO",
  "method": "ωB97M-V with the def2-TZVPD basis set",
  "de_lowest_kcal_mol": 46.6,
  "homo_ev": -10.37,
  "gap_ev": 11.107,
  "multiplicity": 1,
  "fmax_ev_per_a": 4.6,
  "species": ["H", "O", "H", "Br", "C", "C", "H"],
  "positions_angstrom": [[-0.5983, 0.0751, 1.6357], [-0.3086, 1.4878, 0.1100], [-0.3267, 0.1256, -1.6164], [-2.8166, -0.1035, -0.0476], [0.0875, 0.2621, -0.5308], [-0.9650, 0.3645, 0.4779], [1.1197, -0.0651, -0.2389]],
  "lowdin_charge": [0.1718, -0.0888, 0.1346, 0.6192, -0.1799, -0.7786, 0.1218]
}

{
  "formula": "C2H3BrO2",
  "method": "ωB97M-V with the def2-TZVPD basis set",
  "de_lowest_kcal_mol": 119.2,
  "homo_ev": -10.39,
  "gap_ev": 10.865,
  "multiplicity": 1,
  "fmax_ev_per_a": 2.6,
  "species": ["C", "Br", "C", "O", "H", "O", "H", "H"],
  "positions_angstrom": [[0.7026, -1.0894, -1.2638], [-2.3275, 1.0310, 2.4597], [0.4701, 0.0176, -0.6000], [0.1217, 1.2787, -0.5521], [0.9871, -1.8775, -0.5177], [0.4698, 0.5446, 0.6812], [-0.9492, 1.1825, 2.2060], [0.5254, -1.0875, -2.4133]],
  "lowdin_charge": [0.0691, 0.3486, -0.4612, 0.1206, 0.0942, 0.0279, -0.3143, 0.1151]
}